A structure of composition C22H44CeN3O2P3 in a non-equilibrium geometry, computed with ωB97M-V/def2-TZVPD.

Values from the calculation:
Max |F|: 2.14 eV/Å
E_LUMO (alpha / beta): -9.5 / -9.4 eV
Energy above the lowest of the compared OMol25 structures with the same formula, charge and spin: 0.000 eV
Energy: -72866.0691 eV
⟨S²⟩: 0.7509

ORCA input file:
```
! RIJCOSX wB97M-V def2-TZVPD def2/J DEFGRID3
* xyz 3 2
H 6.17 3.59 1.16
H 2.13 -2.21 3.06
H -2.96 4.33 -0.63
P 1.07 -2.00 0.89
H 3.71 3.58 3.51
N 4.16 3.14 1.49
H -0.35 -3.13 -0.78
C -0.26 -3.11 0.31
Ce 0.68 0.85 0.64
H -6.44 -5.58 1.09
C 2.55 -2.81 0.19
H -1.94 -1.19 -1.68
H -0.42 1.75 3.39
H -2.27 -4.51 0.71
H 2.61 -3.85 0.52
C -1.81 -0.26 -2.25
H -0.18 4.39 2.07
H 0.12 -0.03 3.58
C -5.61 -5.19 0.50
H -4.90 -3.87 -2.60
H 5.00 4.57 2.77
H 1.08 -3.61 2.70
H -0.09 1.18 -4.31
C 1.17 -2.52 2.64
H -4.16 -5.37 2.11
H -0.76 2.32 -3.10
C -0.53 0.70 3.08
C -2.57 3.30 -0.67
C -1.15 4.04 1.67
N 3.14 1.45 0.19
H -1.59 3.35 2.40
O 1.94 2.55 1.75
C 5.45 2.03 -0.17
C 0.02 1.58 -3.29
H -2.23 1.03 1.81
H -6.74 -5.04 -1.33
H 6.37 1.85 -0.73
H -0.59 5.42 -0.91
H -3.25 2.64 -0.10
H -1.72 -0.75 2.03
O -2.68 -3.04 -1.42
H 3.45 -2.27 0.53
H 5.22 0.07 -1.86
C 0.76 -1.12 -3.07
C -4.78 -4.21 -1.56
P -0.90 3.21 0.06
H 3.29 4.87 2.35
H 2.53 -2.78 -0.91
C 4.33 1.26 -0.46
H 1.81 -0.86 -3.25
H 0.37 -2.06 3.23
H 0.27 -1.22 -4.05
C 5.36 2.96 0.83
C -1.52 0.31 2.21
P -0.05 0.20 -2.09
H 0.32 4.18 -1.82
C 0.03 4.52 -0.82
H 1.00 2.07 -3.21
H -3.13 -2.52 -2.14
C -3.28 -4.52 0.33
C 4.03 4.10 2.60
C -3.57 -3.95 -0.91
H -0.08 -4.13 0.67
H -2.08 -0.43 -3.30
C -5.79 -4.83 -0.84
H -1.81 4.91 1.52
H 0.74 -2.09 -2.55
N 4.35 0.30 -1.39
C -4.34 -5.06 1.08
C 3.08 2.40 1.16
H -1.22 -2.76 0.71
H -2.49 0.49 -1.82
H -2.56 2.95 -1.71
H 0.94 4.76 -0.25
H 3.55 -0.31 -1.54
*
```